6
Properties=species:S:1:pos:R:3:forces:R:3 method="wB97M-V/def2-TZVPD" lumo_ev="-3.16 / -3.06" spin_multiplicity=1 max_force_ev_per_a=8.9 homo_energy_ev="-10.4 / -10.5" homo_lumo_gap_ha="0.26703 / 0.27506" relative_energy_kcal_mol=120.93
C 1.895 0.120 -0.030 -8.23 3.21 1.18
N 2.900 -0.339 -0.191 4.44 -1.95 -0.69
O 0.022 0.777 0.218 4.82 -0.19 0.66
P -0.964 -0.325 -0.355 -2.92 -1.72 0.28
H -1.839 -0.857 0.800 1.70 0.35 -0.74
H -2.013 0.624 -0.442 0.19 0.29 -0.70

---

14
Properties=species:S:1:pos:R:3:forces:R:3 method="wB97M-V/def2-TZVPD" lumo_ev=0.80 spin_multiplicity=1 smiles=O[C@H]1Cc2cn[nH]c21 max_force_ev_per_a=3.4 homo_energy_ev=-9.3 homo_lumo_gap_ha=0.37247 relative_energy_kcal_mol=56.14
O -1.402 -1.429 -1.463 0.13 -1.99 1.35
C -0.559 -1.189 -0.362 -1.17 -0.80 0.62
C 0.943 -0.941 -0.651 0.00 -0.07 -0.30
C 0.825 0.336 0.168 0.14 0.75 -0.18
C 1.152 1.572 0.840 0.09 -2.04 -0.49
N 0.042 1.979 1.415 0.91 2.76 0.70
N -0.953 1.202 1.126 -0.69 -2.88 -1.58
C -0.501 0.154 0.318 -0.45 1.68 1.16
H -1.531 -0.679 -1.980 -0.12 2.14 -1.27
H -0.811 -2.021 0.336 0.56 0.51 -0.43
H 1.572 -1.714 -0.244 0.54 -0.25 -0.26
H 1.011 -0.773 -1.723 0.66 -0.23 -0.02
H 2.120 2.061 0.924 -0.55 0.08 0.26
H -1.909 1.443 1.298 -0.03 0.36 0.44

---

13
Properties=species:S:1:pos:R:3:forces:R:3 method="wB97M-V/def2-TZVPD" lumo_ev=-8.48 spin_multiplicity=1 max_force_ev_per_a=4.9 homo_energy_ev=-18.2 homo_lumo_gap_ha=0.35589 total_charge=+2
O -0.886 -0.983 -0.260 -2.49 0.10 -0.87
C 0.348 -0.937 0.449 0.74 -0.49 3.81
C -2.040 -0.750 0.294 2.89 2.25 2.01
O 1.167 -0.166 -0.051 0.21 -0.10 -0.69
O 0.393 -1.508 1.540 0.11 0.01 -1.38
C -2.952 0.277 -0.140 -2.22 -0.40 1.61
Tl 2.125 0.457 -2.167 0.29 0.28 -0.75
H -2.493 1.264 -0.223 0.60 -0.24 -0.18
H -3.369 -0.015 -1.114 -0.97 0.57 0.47
Na 2.561 -1.176 2.228 -0.15 -0.08 0.19
O -2.245 -0.907 1.585 1.13 -3.87 0.22
H -3.103 -1.402 1.732 0.78 0.85 0.23
H -3.413 0.303 1.060 -0.92 1.13 -4.69

---

81
Properties=species:S:1:pos:R:3:forces:R:3 method="wB97M-V/def2-TZVPD" lumo_ev=-1.26 spin_multiplicity=1 max_force_ev_per_a=5.6 homo_energy_ev=-9.7 homo_lumo_gap_ha=0.31168
C 5.811 4.553 -2.005 1.19 -1.21 -0.55
O 4.843 5.387 -1.256 -1.50 -0.97 -1.28
S 3.365 5.154 -2.099 -1.87 4.15 -0.43
O 2.440 6.394 -2.013 3.48 -4.39 0.75
O 2.605 3.855 -1.237 0.41 0.46 -0.53
Cl 2.093 2.820 -2.507 0.02 0.16 0.70
H 5.899 3.476 -1.534 -0.17 2.26 -0.75
H 6.880 5.078 -1.975 -2.62 -1.04 -0.09
H 5.425 4.389 -3.113 1.08 0.52 2.19
C -3.525 -3.600 1.144 0.26 0.23 0.07
C -4.392 -2.871 0.331 0.23 0.29 -0.06
C -4.075 -1.561 -0.032 -0.05 -0.33 0.04
C -2.891 -0.974 0.429 -0.38 -0.50 0.00
C -2.035 -1.694 1.262 -0.39 -0.52 -0.03
C -2.348 -3.014 1.612 -0.27 -0.11 -0.10
C -0.809 -1.067 1.796 0.91 -0.72 0.86
O -0.055 -1.700 2.525 -0.43 0.35 -0.42
C -0.508 0.336 1.445 0.38 0.51 0.08
C 0.621 0.961 1.989 0.09 0.33 -0.08
C 0.920 2.282 1.652 -0.17 -0.38 0.02
C 0.100 2.979 0.765 -0.28 -0.20 -0.08
C -1.029 2.361 0.225 0.25 0.13 0.14
C -1.338 1.039 0.573 0.37 0.51 0.02
C -2.554 0.406 0.025 -0.84 0.78 -0.95
O -3.278 1.019 -0.751 0.40 -0.38 0.50
H -3.768 -4.623 1.420 0.06 0.20 -0.04
H -5.316 -3.323 -0.023 0.17 0.06 0.03
H -4.754 -1.001 -0.672 0.28 0.00 0.14
H -1.678 -3.587 2.251 -0.06 0.29 -0.14
H 1.269 0.423 2.680 -0.27 -0.02 -0.20
H 1.795 2.767 2.080 -0.16 -0.11 -0.09
H 0.337 4.006 0.496 -0.05 -0.21 0.03
H -1.667 2.912 -0.463 0.05 -0.28 0.17
C 13.270 1.095 -3.492 -0.22 -0.23 0.18
C 12.367 2.087 -3.875 -0.33 -0.12 0.16
C 11.028 1.997 -3.493 0.32 0.05 -0.10
C 10.586 0.904 -2.737 0.45 0.28 -0.31
C 11.483 -0.100 -2.376 0.48 0.32 -0.29
C 12.831 0.001 -2.745 0.08 0.24 -0.17
C 11.018 -1.282 -1.622 0.98 -1.07 0.39
O 11.806 -2.163 -1.301 -0.49 0.54 -0.20
C 9.589 -1.390 -1.267 -0.51 -0.36 0.27
C 9.124 -2.532 -0.602 -0.33 -0.03 0.09
C 7.776 -2.637 -0.251 0.36 0.14 -0.14
C 6.893 -1.601 -0.553 0.21 0.25 -0.17
C 7.353 -0.464 -1.221 -0.08 -0.28 0.15
C 8.702 -0.364 -1.587 -0.49 -0.29 0.27
C 9.171 0.826 -2.324 -0.88 1.02 -0.32
O 8.395 1.736 -2.594 0.38 -0.45 0.16
H 14.316 1.170 -3.782 -0.20 -0.03 0.07
H 12.707 2.933 -4.468 -0.08 -0.15 0.12
H 10.330 2.778 -3.791 0.05 -0.28 0.17
H 13.540 -0.772 -2.455 -0.32 0.09 0.00
H 9.807 -3.345 -0.359 -0.03 0.31 -0.13
H 7.416 -3.527 0.261 0.09 0.17 -0.10
H 5.845 -1.679 -0.274 0.20 0.03 -0.06
H 6.657 0.338 -1.458 0.30 -0.13 -0.03
C -12.885 -3.533 1.328 0.35 0.11 -0.01
C -13.549 -2.434 1.871 0.29 0.25 0.03
C -12.839 -1.273 2.182 -0.20 -0.26 -0.07
C -11.458 -1.215 1.959 -0.53 -0.36 -0.01
C -10.790 -2.323 1.439 -0.55 -0.32 -0.04
C -11.508 -3.481 1.111 -0.31 -0.01 0.06
C -9.326 -2.291 1.246 0.68 -1.08 -0.52
O -8.739 -3.263 0.786 -0.29 0.50 0.23
C -8.578 -1.075 1.624 0.57 0.32 0.08
C -7.183 -1.052 1.501 0.14 0.30 0.09
C -6.470 0.098 1.844 -0.30 -0.27 -0.06
C -7.146 1.229 2.300 -0.37 -0.12 0.00
C -8.536 1.207 2.429 0.32 -0.01 -0.02
C -9.252 0.049 2.100 0.54 0.33 0.05
C -10.718 0.023 2.273 -0.72 1.26 0.52
O -11.313 1.015 2.679 0.37 -0.64 -0.25
H -13.440 -4.435 1.077 0.12 0.16 0.04
H -14.621 -2.479 2.052 0.20 0.03 -0.04
H -13.365 -0.416 2.601 0.29 -0.12 -0.12
H -10.995 -4.345 0.692 0.03 0.30 0.13
H -6.647 -1.930 1.142 -0.35 0.21 0.12
H -5.386 0.112 1.753 -0.20 -0.03 0.00
H -6.591 2.128 2.561 -0.12 -0.17 -0.05
H -9.057 2.092 2.791 -0.03 -0.32 -0.10

---

17
Properties=species:S:1:pos:R:3:forces:R:3 method="wB97M-V/def2-TZVPD" lumo_ev=0.54 spin_multiplicity=1 max_force_ev_per_a=10.9 homo_energy_ev=-9.2 homo_lumo_gap_ha=0.35899 relative_energy_kcal_mol=92.57
C -2.526 0.426 -0.561 0.20 -1.91 3.68
O -1.342 -0.314 -0.412 0.85 0.34 0.22
C -0.733 0.079 0.771 7.61 0.83 -7.73
N 0.621 -0.600 0.848 -2.18 2.47 -1.11
C 1.582 -0.531 -0.068 0.95 4.95 -0.61
N 2.296 -1.629 -0.349 -3.01 -2.50 2.57
N 2.016 0.606 -0.617 -0.70 -1.08 0.34
C 1.651 1.808 -0.124 1.32 -7.50 -2.39
N 1.501 2.871 0.142 -1.27 6.73 1.99
H -2.453 1.349 -1.002 0.78 3.11 0.23
H -3.115 0.227 0.386 0.14 1.18 -1.13
H -2.958 -0.042 -1.314 -2.71 -2.65 -3.20
H -0.577 1.115 0.853 0.30 1.66 -0.45
H -1.164 -0.169 1.532 -5.39 -3.38 8.64
H 0.829 -1.353 1.378 -0.64 -2.94 2.60
H 1.642 -2.462 -0.303 1.69 1.05 -0.74
H 2.730 -1.381 -1.160 2.06 -0.34 -2.92

---

94
Properties=species:S:1:pos:R:3:forces:R:3 method="wB97M-V/def2-TZVPD" lumo_ev="-3.56 / -3.88" spin_multiplicity=1 max_force_ev_per_a=1.6 homo_energy_ev="-9.7 / -9.8" homo_lumo_gap_ha="0.22647 / 0.21649" total_charge=+1 relative_energy_kcal_mol=44.28
Pt -0.183 0.075 0.015 -0.26 -0.48 0.05
O -1.386 -0.175 1.945 0.37 0.12 -1.18
N -0.788 -0.649 2.962 0.00 -0.38 0.40
N 0.431 -0.973 2.845 -1.20 0.68 -0.55
O 1.118 -0.818 1.748 -0.16 0.22 -1.54
C 1.076 -1.467 4.002 0.49 -0.43 0.99
C 2.393 -1.902 3.924 -0.20 0.17 -0.37
C 3.017 -2.383 5.061 0.03 -0.02 0.12
C 2.334 -2.430 6.265 0.09 -0.06 0.11
C 1.021 -1.991 6.336 0.01 -0.04 -0.12
C 0.383 -1.508 5.210 0.07 -0.05 -0.09
H 2.909 -1.880 2.976 -0.02 0.03 -0.03
H 4.038 -2.732 4.997 0.03 -0.02 0.01
H 2.818 -2.825 7.147 0.05 0.01 0.03
H 0.482 -2.031 7.269 -0.04 0.00 0.10
H -0.639 -1.174 5.258 -0.06 0.05 0.03
O 2.160 -1.227 -1.036 0.03 -0.28 -0.65
N 1.154 -0.543 -1.700 -0.43 -0.37 0.70
C 0.790 -1.086 -2.805 0.93 -0.32 0.75
C -0.144 -0.499 -3.736 -0.90 0.38 -0.45
C -0.008 -0.854 -5.086 0.17 -0.02 0.36
C -0.752 -0.234 -6.068 -0.07 0.07 -0.05
C -1.635 0.781 -5.732 0.08 -0.10 -0.03
C -1.808 1.120 -4.404 0.13 0.09 0.16
C -1.114 0.457 -3.394 0.23 -0.47 0.13
P -1.554 0.877 -1.682 0.31 0.42 0.87
C -1.351 2.673 -1.803 -0.04 0.05 0.08
C -0.102 3.143 -2.211 -0.06 -0.01 0.03
C 0.108 4.499 -2.368 0.09 -0.03 -0.05
C -0.931 5.389 -2.134 -0.07 -0.01 0.04
C -2.170 4.924 -1.727 0.00 0.16 -0.03
C -2.383 3.567 -1.554 0.10 -0.24 -0.01
C -3.342 0.605 -1.464 0.36 -0.33 0.28
C -4.298 0.587 -2.475 0.08 0.02 -0.08
C -5.640 0.476 -2.149 -0.03 0.02 -0.12
C -6.040 0.354 -0.829 0.06 -0.01 0.04
C -5.087 0.315 0.174 -0.13 0.03 0.03
C -3.747 0.439 -0.141 0.21 0.03 0.04
H 2.395 -0.696 -0.256 -0.25 0.17 -0.13
H 1.295 -1.996 -3.127 0.21 0.12 0.06
H 0.720 -1.605 -5.359 0.06 -0.07 -0.02
H -0.626 -0.520 -7.101 0.04 -0.04 -0.09
H -2.188 1.302 -6.498 -0.03 0.04 -0.05
H -2.466 1.935 -4.142 -0.09 0.05 -0.01
H 0.696 2.434 -2.403 0.06 0.06 -0.03
H 1.077 4.868 -2.675 0.03 -0.02 -0.02
H -0.778 6.447 -2.275 0.04 0.11 -0.01
H -2.976 5.621 -1.561 -0.10 0.07 0.06
H -3.347 3.193 -1.242 -0.17 0.03 0.04
H -4.016 0.646 -3.514 -0.03 0.02 -0.01
H -6.377 0.480 -2.938 -0.06 -0.02 -0.07
H -7.090 0.273 -0.588 -0.07 -0.03 0.02
H -5.381 0.178 1.203 -0.04 0.00 0.11
H -3.006 0.383 0.646 -0.05 0.02 0.07
C -2.639 5.194 3.848 0.26 0.08 -0.02
C -1.301 5.167 3.119 -0.16 -0.03 -0.17
C -1.292 4.229 1.910 0.17 0.05 0.32
C -1.317 2.747 2.284 -0.46 0.40 -0.63
N -0.117 2.348 2.979 0.65 -0.27 -0.07
C 1.084 2.140 2.399 0.12 0.05 -0.29
Se 1.409 2.147 0.581 0.15 0.39 -0.37
N 2.003 1.867 3.347 -0.72 0.04 -0.24
C 3.409 1.671 3.098 0.76 0.07 -0.41
C 4.098 2.954 2.613 -0.29 0.16 0.05
C 3.900 4.175 3.510 0.19 -0.18 0.03
C 4.597 4.058 4.860 -0.20 0.10 -0.19
C 1.371 1.839 4.569 -0.71 0.10 0.53
C 1.826 1.531 5.844 0.04 0.08 -0.06
C 0.903 1.559 6.870 0.12 0.01 -0.07
C -0.438 1.855 6.635 0.00 0.01 0.07
C -0.905 2.143 5.370 0.03 0.03 -0.13
C 0.017 2.143 4.333 0.51 -0.21 0.70
H -2.615 5.941 4.637 -0.09 0.03 0.12
H -2.868 4.235 4.306 -0.11 -0.11 0.07
H -3.444 5.448 3.164 -0.12 0.02 -0.06
H -0.507 4.880 3.815 0.06 0.10 -0.03
H -1.079 6.178 2.770 0.11 -0.03 0.04
H -0.401 4.417 1.303 -0.11 -0.07 -0.05
H -2.163 4.431 1.285 -0.02 0.00 -0.07
H -1.406 2.149 1.369 0.04 0.09 0.32
H -2.163 2.511 2.928 0.01 -0.07 -0.01
H 3.509 0.906 2.320 -0.03 -0.01 0.20
H 3.865 1.302 4.016 -0.10 -0.03 -0.03
H 3.715 3.193 1.615 0.16 -0.12 0.10
H 5.164 2.745 2.519 0.07 -0.07 -0.06
H 2.832 4.363 3.659 -0.01 0.06 -0.06
H 4.308 5.037 2.980 -0.11 0.05 -0.01
H 4.148 3.281 5.473 0.02 -0.08 0.13
H 4.518 4.999 5.399 0.03 0.02 0.15
H 5.652 3.832 4.723 0.13 -0.04 0.05
H 2.852 1.256 6.031 0.12 0.01 0.01
H 1.226 1.338 7.875 0.05 -0.06 0.12
H -1.125 1.850 7.465 -0.14 0.01 0.11
H -1.947 2.349 5.204 -0.20 0.06 -0.06